No. 1
50
Properties=species:S:1:pos:R:3 method="wB97M-V/def2-TZVPD" e_above_lowest_ev=5.962 smiles="CN1CCN(c2cc(N3CCc4ccccc4C3)c(F)cc2[N+](=O)[O-])CC1" lumo_ev=-0.19 homo_energy_ev=-7.77 homo_lumo_gap_ev=7.57 total_charge=0
O -0.850 4.597 0.974
O -0.552 3.412 2.758
F 3.025 2.806 -1.636
C 1.260 -4.515 -2.705
C 0.463 -4.057 -3.766
C 0.828 0.434 0.023
C 1.301 3.158 -0.049
C 2.010 -3.608 -1.947
C 0.471 -2.702 -4.105
C 2.003 2.309 -0.874
C 1.767 0.934 -0.886
C 0.103 1.287 0.853
C 0.311 2.678 0.789
C 1.965 -2.239 -2.324
C 1.208 -1.781 -3.432
N 2.395 0.123 -1.804
N -0.878 0.722 1.632
N -2.935 0.189 3.675
N -0.402 3.610 1.553
C -3.917 0.879 4.574
C 2.777 -1.266 -1.495
C 1.177 -0.349 -3.861
C 2.300 0.496 -3.258
C -2.314 0.950 1.349
C -0.492 0.083 2.907
C -3.251 0.073 2.200
C -1.469 0.310 4.045
H 1.330 -5.570 -2.511
H -0.200 -4.722 -4.319
H 0.579 -0.599 0.052
H 1.521 4.223 -0.069
H 2.685 -3.985 -1.191
H -0.172 -2.369 -4.900
H -3.529 0.806 5.598
H -4.899 0.398 4.545
H -3.996 1.946 4.333
H 3.898 -1.382 -1.651
H 2.579 -1.501 -0.433
H 1.343 -0.374 -4.920
H 0.220 0.111 -3.628
H 3.273 0.278 -3.730
H 2.057 1.546 -3.409
H -2.561 2.002 1.589
H -2.506 0.749 0.283
H 0.498 0.488 3.209
H -0.438 -0.987 2.737
H -4.295 0.342 2.020
H -3.081 -0.944 1.876
H -1.318 -0.325 4.916
H -1.292 1.337 4.411


No. 2
57
Properties=species:S:1:pos:R:3 method="wB97M-V/def2-TZVPD" s2=2.0204 lumo_ev="-3.14 / -3.25" multiplicity=3 homo_energy_ev="-7.58 / -9.78" homo_lumo_gap_ev="4.44 / 6.53" total_charge=+1
O 2.628 1.736 -1.101
H 3.023 2.515 -1.537
Au 0.385 -0.087 -0.078
N -1.235 -0.896 -1.312
N 1.224 -0.556 -2.025
O -2.580 -1.106 -1.055
O 2.441 -0.239 -2.441
C -0.942 -1.232 -2.549
C 0.429 -1.109 -2.937
C -2.085 -1.703 -3.358
C 0.972 -1.463 -4.269
H -2.848 -0.917 -3.437
H -2.540 -2.587 -2.892
H -1.746 -1.969 -4.360
H 1.923 -1.999 -4.176
H 1.143 -0.573 -4.894
H 0.257 -2.106 -4.786
H -2.689 -0.977 -0.091
H 2.618 0.770 -1.864
O -1.100 -3.305 0.925
H -1.414 -4.107 1.375
H -0.135 -3.431 0.864
C 0.840 2.107 -0.603
H 0.816 2.080 0.498
H 0.201 1.664 -1.388
H 0.907 3.166 -0.861
O -1.332 4.352 1.456
H -2.250 4.367 1.134
H -1.304 5.009 2.171
C 3.120 1.026 1.991
P 2.284 -0.471 1.385
C 3.567 -1.507 0.659
C 1.684 -1.309 2.864
C 2.455 -2.175 3.646
C 1.916 -2.711 4.820
C 0.609 -2.388 5.214
C -0.168 -1.518 4.435
C 0.358 -0.996 3.251
P -0.577 0.082 2.118
C -2.285 -0.498 2.269
C -0.551 1.726 2.889
H 2.503 1.924 1.880
H 4.048 1.161 1.420
H 3.371 0.891 3.053
H 4.295 -1.810 1.425
H 3.107 -2.403 0.219
H 4.071 -0.935 -0.134
H 3.473 -2.432 3.345
H 2.518 -3.384 5.434
H 0.188 -2.805 6.132
H -1.182 -1.253 4.758
H -2.598 -0.444 3.322
H -2.944 0.150 1.672
H -2.349 -1.541 1.925
H -1.194 1.685 3.782
H 0.470 1.972 3.210
H -0.919 2.529 2.223